Entry 1:
A gas-phase ion, C4H13N2 (charge +1) at a distorted geometry. Source: OMol25; level of theory: the ωB97M-V functional and the def2-TZVPD basis.

Atoms and positions in Å:
C -1.0170 -0.4598 0.6015
N -1.0757 0.1748 -0.6981
C -1.1590 -0.7556 -1.8606
C -0.0232 0.2716 1.5345
N 0.9821 1.0207 0.6961
C 1.9951 0.1352 0.0628
H -1.9819 -0.4297 1.1084
H -0.7576 -1.5103 0.5634
H -1.8924 0.7800 -0.7849
H -0.2399 -0.7300 -2.4460
H -1.4495 -1.7672 -1.5550
H -1.9649 -0.4363 -2.5109
H -0.5335 0.9653 2.1982
H 0.5646 -0.4335 2.1238
H 1.3873 1.7590 1.2710
H 0.4466 1.5115 -0.0292
H 2.7580 -0.1047 0.7934
H 1.4621 -0.7000 -0.3617
H 2.4988 0.7091 -0.7070

Cartesian forces, eV/Å:
C -0.294 0.375 0.680
N -0.548 -0.078 -0.907
C -0.201 0.164 0.230
C 0.389 -0.298 -0.261
N -0.518 0.561 0.713
C 0.269 0.915 -0.029
H -0.084 -0.070 0.040
H 0.184 -0.153 -0.437
H 0.342 -0.177 0.427
H 0.005 -0.302 0.121
H 0.411 0.087 -0.011
H -0.028 0.198 -0.195
H 0.164 0.186 -0.090
H -0.198 0.082 0.143
H 0.387 -0.206 -0.001
H -0.170 -0.447 -0.321
H -0.191 -0.471 0.197
H 0.161 -0.326 -0.018
H -0.081 -0.040 -0.281

Calculated values
Relative energy (zero: lowest compared OMol25 entry of this formula, charge and spin), kJ/mol: 120.5
Net charge: +1
LUMO level, eV: -3.08

Entry 2:
2 unconnected molecules or ions with the total composition C4H9NO at a distorted geometry. Source: OMol25; level of theory: the ωB97M-V functional and the def2-TZVPD basis.

Atoms and positions in Å:
C -2.6203 0.5531 0.6190
C -0.9593 1.3455 -0.7731
N -1.7487 0.3871 -0.5701
H -3.0383 -0.4169 0.8689
H -2.0471 1.0598 1.3935
H -3.4783 1.1874 0.3752
H -0.1759 1.1778 -1.5078
H -0.9315 2.2931 -0.2260
C 2.0827 -0.6203 0.7957
C 1.8261 -1.0075 -0.4532
O 2.1240 -2.2512 -0.9353
H 2.2131 0.4175 1.0685
H 2.2678 -1.3715 1.5541
H 1.4222 -0.3430 -1.2048
H 3.0636 -2.4110 -1.0045

Cartesian forces, eV/Å:
C -0.164 0.325 -1.176
C 0.496 -0.487 -0.366
N -0.259 0.279 0.879
H 0.290 -0.014 0.463
H -0.207 -0.378 0.408
H 0.045 0.027 -0.098
H -0.160 0.381 -0.346
H -0.080 -0.082 0.221
C 0.118 -0.415 -0.289
C 1.024 0.623 0.381
O -1.153 -0.712 -0.246
H -0.794 0.072 0.034
H 0.504 0.023 -0.080
H 0.116 0.136 -0.124
H 0.226 0.220 0.339

Calculated values
Relative energy (zero: lowest compared OMol25 entry of this formula, charge and spin), kJ/mol: 319.5
LUMO level, eV: 1.02

Entry 3:
A molecular structure, C23H32ClN5O4S. Source: OMol25; level of theory: the ωB97M-V functional and the def2-TZVPD basis.

Atoms and positions in Å:
C -3.6212 -0.5193 -3.7140
C -2.6625 -1.6585 -3.3717
O -1.3034 -1.2858 -3.3392
C -0.9549 -0.3978 -2.3042
C 0.5656 -0.2816 -2.2779
H 0.8942 0.0705 -3.2561
H 0.9919 -1.2728 -2.1249
C 1.0926 0.6891 -1.2156
N 0.8600 0.2536 0.1446
C -0.2876 0.4194 0.8490
O -0.4659 -0.2182 1.8994
C -1.3340 1.3434 0.4384
C -2.6028 1.3468 1.0374
N -3.0644 0.4888 1.9517
H -2.3924 -0.1038 2.4149
H -3.9853 0.6767 2.3257
C -3.3999 2.4015 0.4860
N -2.8014 3.1480 -0.4149
S -1.2868 2.6643 -0.6954
C -4.7860 2.6789 0.9152
O -5.3521 2.0175 1.7713
N -5.3573 3.7205 0.2824
H -6.2954 3.9946 0.5195
H -4.8301 4.2351 -0.4019
C 1.8734 -0.6249 0.7544
C 3.2680 -0.0946 0.5309
C 4.1065 -0.5397 -0.4847
C 5.3739 -0.0049 -0.6375
C 5.8047 0.9926 0.2206
C 4.9820 1.4549 1.2357
C 3.7227 0.9066 1.3852
H 3.0818 1.2640 2.1783
H 5.3267 2.2302 1.9016
Cl 7.3838 1.6692 0.0277
H 6.0225 -0.3602 -1.4224
H 3.7752 -1.3245 -1.1451
H 1.6776 -0.5818 1.8334
C 1.6028 -2.0818 0.3082
O 2.1636 -2.6415 -0.6129
N 0.6490 -2.6503 1.0598
H 0.1597 -2.0628 1.7263
C 0.0503 -3.9271 0.7423
H 0.6722 -4.3855 -0.0300
C -1.3830 -3.7652 0.2283
H -1.3553 -3.0894 -0.6294
H -1.7374 -4.7346 -0.1276
C -2.3649 -3.2225 1.2762
C -2.7063 -4.2834 2.3196
H -3.1776 -5.1420 1.8456
H -1.8164 -4.6249 2.8420
H -3.3958 -3.8797 3.0574
C -3.6415 -2.7306 0.5958
H -3.4273 -1.8991 -0.0727
H -4.0979 -3.5316 0.0173
H -4.3610 -2.3872 1.3351
H -1.9067 -2.3686 1.7854
H 0.0721 -4.5592 1.6344
H 0.6622 1.6797 -1.3657
H 2.1732 0.7832 -1.3430
H -1.3998 0.5933 -2.4802
H -1.3329 -0.7763 -1.3394
H -2.9530 -2.1070 -2.4088
H -2.7127 -2.4297 -4.1441
H -3.2882 -0.0129 -4.6165
H -4.6152 -0.9242 -3.8823
H -3.6790 0.2057 -2.9049

Cartesian forces, eV/Å:
C 0.372 -0.211 0.134
C -0.277 -0.015 -0.070
O 0.269 -0.006 -0.053
C 0.117 0.132 -0.019
C -0.330 0.018 0.062
H 0.052 0.023 -0.067
H 0.052 0.022 -0.048
C -0.152 -0.048 -0.577
N 0.056 -0.009 0.293
C 0.237 -0.174 0.228
O -0.124 0.077 0.145
C -0.567 0.669 -0.245
C 0.558 -0.050 -0.414
N -0.173 -0.277 0.456
H -0.072 0.104 -0.042
H 0.100 -0.053 -0.025
C 0.704 -0.089 -0.196
N -0.356 0.131 0.078
S -0.157 -0.248 0.432
C -0.399 0.371 -0.151
O 0.005 -0.148 0.125
N -0.126 0.161 -0.086
H 0.063 -0.064 0.022
H -0.022 0.015 -0.003
C 0.038 -0.166 0.214
C 0.056 -0.103 0.048
C 0.054 -0.053 0.027
C 0.095 0.140 0.045
C -0.217 -0.097 0.019
C 0.093 0.047 -0.036
C -0.040 -0.108 -0.123
H -0.082 0.031 0.101
H 0.057 0.066 0.049
Cl 0.182 0.075 -0.020
H 0.084 -0.012 -0.064
H -0.029 -0.019 -0.024
H 0.067 -0.035 -0.312
C 0.086 0.309 0.472
O 0.185 -0.157 -0.362
N -0.416 -0.160 0.392
H 0.226 0.080 -0.147
C -0.083 -0.234 -0.305
H -0.054 -0.023 0.171
C 0.187 0.157 0.312
H 0.008 0.004 -0.116
H -0.078 -0.054 -0.066
C -0.168 -0.202 -0.206
C 0.147 0.245 -0.073
H -0.069 -0.129 -0.047
H 0.068 -0.111 0.113
H -0.074 -0.011 0.114
C 0.258 0.044 0.165
H -0.019 0.096 -0.095
H -0.079 -0.117 -0.089
H -0.134 0.052 0.040
H -0.006 0.021 -0.026
H 0.037 -0.035 -0.090
H 0.259 -0.062 -0.033
H -0.210 0.170 0.012
H -0.005 -0.173 0.066
H -0.029 0.045 -0.071
H 0.055 -0.021 -0.092
H -0.079 0.010 0.123
H -0.005 0.070 -0.109
H -0.142 -0.012 -0.011
H -0.054 0.102 0.054

Calculated values
LUMO level, eV: -0.40

Entry 4:
A molecular structure, C19H23KN2O4 at a distorted geometry. Source: OMol25; level of theory: the ωB97M-V functional and the def2-TZVPD basis.

Atoms and positions in Å:
K -0.0286 -0.1108 -0.0980
C -4.2136 -5.6133 -2.2094
O -3.0042 -6.2202 -1.8046
C -2.0114 -5.4014 -1.3722
C -0.8228 -6.0582 -0.9767
C 0.2243 -5.3121 -0.5312
C 0.1982 -3.8951 -0.4365
C 1.3480 -3.1728 0.0406
C 2.6268 -3.8886 0.4532
O 1.4057 -1.9362 0.1590
C -1.0230 -3.2176 -0.8385
O -1.1973 -1.9645 -0.8049
C -2.1024 -4.0403 -1.3049
H -4.8708 -6.4239 -2.5150
H -4.0609 -4.9346 -3.0526
H -4.6797 -5.0593 -1.3905
H -0.7738 -7.1366 -1.0372
H 1.1147 -5.8464 -0.2367
H 2.6410 -4.9666 0.3484
H 2.8198 -3.6316 1.4952
H 3.4374 -3.4646 -0.1400
H -2.9946 -3.5055 -1.5981
C 4.7768 5.4082 3.0201
C 4.0510 6.1947 1.9375
N 3.0078 5.3980 1.2919
C 3.3324 4.7992 0.0026
C 3.1503 5.7718 -1.1579
C 1.7584 5.4634 1.8148
O 1.4804 6.1395 2.7924
C 0.6720 4.6451 1.1703
C -0.4536 5.2887 0.6740
C -1.4954 4.5270 0.1740
C -1.3831 3.1469 0.2131
N -0.3197 2.5113 0.7057
C 0.6835 3.2564 1.1692
H 5.5598 6.0196 3.4695
H 5.2363 4.5072 2.6103
H 4.0749 5.1177 3.8013
H 4.7493 6.5220 1.1658
H 3.5829 7.0767 2.3705
H 2.7205 3.9157 -0.1602
H 4.3688 4.4616 0.0521
H 2.1030 6.0644 -1.2470
H 3.4601 5.3088 -2.0953
H 3.7446 6.6740 -1.0091
H -0.5093 6.3696 0.6969
H -2.3870 4.9891 -0.2256
H -2.1911 2.5226 -0.1538
H 1.5321 2.7172 1.5798

Cartesian forces, eV/Å:
K -0.084 1.100 0.105
C -0.099 -0.014 -0.039
O 0.008 0.009 0.006
C 0.127 0.070 0.047
C -0.019 -0.131 -0.013
C -0.008 0.026 -0.003
C -0.139 0.021 -0.048
C 0.195 -0.006 0.068
C -0.043 0.006 -0.026
O 0.359 -0.683 0.046
C -0.015 -0.074 -0.018
O -0.266 -0.603 -0.184
C -0.120 0.025 -0.044
H 0.008 0.008 0.004
H 0.040 -0.010 0.004
H 0.033 -0.012 0.022
H 0.010 0.008 0.005
H 0.003 0.000 0.000
H 0.002 0.001 0.000
H 0.013 -0.003 0.000
H 0.012 -0.003 0.014
H 0.008 -0.006 0.003
C -0.047 0.026 -0.046
C 0.011 -0.024 0.084
N 0.008 0.037 0.004
C -0.027 0.064 -0.112
C 0.008 -0.040 0.071
C 0.054 -0.090 0.041
O -0.006 0.019 -0.020
C -0.068 0.005 -0.021
C 0.000 -0.035 -0.001
C 0.017 0.026 0.021
C -0.034 0.002 0.018
N 0.010 0.247 0.020
C -0.013 0.053 0.027
H 0.008 -0.018 0.011
H 0.009 0.000 0.006
H 0.010 -0.005 0.007
H -0.019 -0.001 -0.022
H 0.013 0.020 -0.025
H 0.021 -0.017 0.016
H -0.005 -0.035 0.028
H 0.000 0.005 -0.012
H -0.002 0.011 -0.009
H -0.003 0.003 -0.012
H 0.003 0.000 0.003
H -0.001 -0.002 0.000
H 0.016 -0.001 -0.017
H 0.013 0.021 -0.009

Calculated values
LUMO level, eV: -0.04

| no. | HOMO-LUMO gap (eV) |
| --- | --- |
| 1 | 10.5 |
| 2 | 10.4 |
| 3 | 8.1 |
| 4 | 6.8 |